No. 1
ORCA calculation (ωB97M-V with the def2-TZVPD basis set) on a structure of composition C15H28AgBr3NO9PbS.

Last column: natural (NBO) charge in e.
Element x y z (Å)
Pb 1.6456 16.5168 -12.6778  1.581
Ag 3.8798 15.8046 -15.7282  0.929
C 1.2620 17.6945 -15.4515  -0.231
O 1.7852 16.5645 -14.8304  -1.017
H 1.0619 18.5477 -14.7656  0.151
H 1.9121 18.1084 -16.2344  0.152
H 0.2603 17.5329 -15.8619  0.138
C 3.0674 15.1759 -18.5456  -0.626
C 4.1098 16.1555 -19.0277  0.071
C 3.3127 17.3902 -19.5143  -0.398
C 4.0433 18.7122 -19.5975  -0.418
C 4.9788 18.9066 -18.3967  -0.401
C 5.9196 17.7227 -18.1305  0.097
N 5.1031 16.5108 -18.0321  0.032
O 5.5922 15.5668 -17.3458  -0.442
C 6.6232 18.0985 -16.8308  -0.619
C 6.9219 17.6367 -19.2845  -0.630
C 4.7503 15.5634 -20.3266  -0.618
H 2.4451 15.5237 -17.7096  0.205
H 3.4714 14.2114 -18.2235  0.237
H 2.3836 14.9144 -19.3542  0.228
H 2.4422 17.5002 -18.8474  0.201
H 2.7664 17.1828 -20.4385  0.220
H 3.3595 19.5679 -19.5828  0.217
H 4.5965 18.8955 -20.5237  0.204
H 4.3733 19.0683 -17.4985  0.199
H 5.5338 19.8239 -18.5962  0.224
H 5.8931 18.1584 -16.0278  0.249
H 7.2229 18.9829 -17.0253  0.214
H 7.2972 17.3177 -16.4701  0.239
H 7.5782 18.5059 -19.3231  0.223
H 6.4123 17.5541 -20.2418  0.207
H 7.5768 16.7700 -19.1657  0.224
H 4.1874 14.6939 -20.6630  0.218
H 5.7837 15.2675 -20.1532  0.226
H 4.7370 16.2665 -21.1581  0.209
S 4.7204 16.4860 -13.0491  2.583
O 3.8847 17.6703 -12.7088  -1.086
O 5.5929 16.0561 -11.9796  -0.975
O 3.6910 15.3654 -13.2144  -1.146
O 5.3744 16.6503 -14.3564  -1.097
C -2.1996 19.7188 -16.4073  -0.632
C -2.9925 18.7164 -15.5900  0.065
C -2.7619 17.2687 -16.1153  -0.095
O -1.9598 16.6660 -15.1167  -0.474
C -1.7372 17.5074 -14.1091  1.002
O -1.0592 17.2727 -13.1525  -0.635
O -2.3794 18.6668 -14.2807  -0.477
H -1.1797 19.4284 -16.6599  0.218
H -2.1792 20.6722 -15.8823  0.234
H -2.6851 19.8239 -17.3845  0.217
H -4.0301 19.0327 -15.5658  0.203
H -2.1482 17.3357 -17.0132  0.192
H -3.7259 16.8305 -16.3644  0.203
C 2.9571 21.1307 -15.8018  -0.507
Br 1.2950 21.7350 -14.9987  0.060
Br 4.0436 20.2094 -14.5056  0.156
Br 3.8901 22.5872 -16.6424  0.090
H 2.6619 20.4135 -16.5523  0.209

orbital gap (spin up / spin down): 8.10 / 8.23 eV
highest occupied orbital energy (spin up / spin down): -8.334 / -8.466 eV
spin multiplicity: 2
energy above the lowest of the compared OMol25 structures with the same formula, charge and spin: 0.00 kJ/mol
LUMO energy (spin up / spin down): -0.24 / -0.24 eV

***

No. 2
ORCA calculation (ωB97M-V with the def2-TZVPD basis set) on a structure of composition C15H28HfN4O5SSe4.

Last column: natural (NBO) charge in e.
Element x y z (Å)
Hf -0.3864 -1.2177 1.0251  1.852
C 0.8619 -1.6835 -2.2451  -0.229
C 1.1137 -2.9651 -1.4139  -0.225
N 0.1024 -3.1108 -0.3640  -0.682
C -1.0827 -3.7613 -0.9082  -0.275
C -2.2479 -2.8043 -1.1387  0.264
C -3.2947 -3.1378 -1.9565  -0.246
C -4.3548 -2.2421 -2.0354  -0.126
C -4.2288 -1.0087 -1.4371  -0.238
C -3.0858 -0.7069 -0.6562  0.265
C -2.8291 0.6033 0.0383  -0.281
N -1.4017 0.8640 0.2440  -0.686
C -0.7090 1.4920 -0.8902  -0.247
C -0.2244 0.3818 -1.9373  -0.217
N 0.5071 -0.6767 -1.2461  -0.712
N -2.1696 -1.6246 -0.5495  -0.552
H 0.0018 -1.9214 -2.8696  0.188
H 1.7290 -1.4452 -2.8694  0.220
H 2.0240 -2.8338 -0.8319  0.235
H 1.2424 -3.8234 -2.0442  0.198
H 0.4686 -3.7581 0.3579  0.441
H -1.4051 -4.5532 -0.2507  0.265
H -0.9150 -4.2405 -1.9097  0.206
H -3.3406 -4.0839 -2.4305  0.228
H -5.2318 -2.5485 -2.5992  0.232
H -4.9321 -0.2435 -1.6271  0.225
H -3.1927 0.5987 1.0427  0.271
H -3.3857 1.4336 -0.4328  0.211
H -1.2191 1.4934 1.0589  0.454
H 0.1635 2.0760 -0.4982  0.255
H -1.1937 2.1769 -1.4952  0.197
H 0.5055 0.8390 -2.5897  0.206
H -1.0842 -0.0683 -2.4590  0.193
H 1.4378 -0.3281 -0.9638  0.457
Se -1.6255 -3.2771 2.1257  -0.499
Se -2.4504 -3.1654 4.4234  0.019
Se -3.3227 -0.9889 4.0170  -0.042
Se -1.3739 0.0303 3.3965  -0.376
O 1.5925 -1.8503 1.6217  -1.043
S 2.2546 -0.5023 1.5651  2.597
O 3.0415 -0.2055 2.7282  -0.917
O 0.9496 0.3063 1.5649  -1.092
O 2.8161 -0.1897 0.2507  -0.998
C 1.4438 3.5279 2.8016  -0.657
C 1.3554 4.0725 1.3714  -0.053
O 2.1530 3.4504 0.4012  -0.545
C 3.4587 3.2370 0.8289  -0.078
C 4.3074 3.1599 -0.4369  -0.622
H 0.7464 4.0983 3.5663  0.218
H 2.3762 3.7769 3.2518  0.214
H 1.2830 2.4734 2.7466  0.239
H 1.5834 5.1958 1.3198  0.153
H 0.3292 4.0640 0.9428  0.165
H 3.5598 2.3152 1.4241  0.188
H 3.9491 3.9705 1.4247  0.162
H 4.1582 4.0416 -1.0381  0.200
H 3.8056 2.4396 -1.0515  0.206
H 5.3664 2.8481 -0.3635  0.214

orbital gap: 6.70 eV
highest occupied orbital energy: -7.192 eV
spin multiplicity: 1
energy above the lowest of the compared OMol25 structures with the same formula, charge and spin: 65.16 kJ/mol
LUMO energy: -0.49 eV

***

Across the entries above, strongest force on any atom takes the values 2.8 3.8 eV/Å, respectively.